No. 1
68
Properties=species:S:1:pos:R:3 method="wB97M-V/def2-TZVPD" lumo_energy_ev=-4.84 de_lowest_kcal_mol=17.78 e_tot_ha=-2481.7963 fmax_ev_per_a=4.6 total_charge=+2 homo_lumo_gap_ev=7.905 spin_multiplicity=1
Sn 2.806 3.140 0.964
O 0.099 3.425 0.724
C -0.454 3.059 1.761
O 0.151 2.165 2.589
C -1.691 3.502 2.447
C -2.684 4.338 1.913
C -3.678 4.852 2.753
C -3.714 4.404 4.102
C -2.803 3.469 4.600
C -1.770 3.048 3.774
S -0.488 1.961 4.141
H -2.573 4.660 0.891
H -4.350 5.556 2.336
H -4.506 4.758 4.744
H -2.798 3.022 5.636
C 6.014 0.145 2.948
O 6.586 1.294 2.269
C 5.750 2.158 1.775
O 4.588 1.760 1.499
N 6.208 3.358 1.418
N 5.305 4.127 0.659
H 5.425 -0.263 2.154
H 5.417 0.413 3.774
H 6.777 -0.449 3.350
H 7.120 3.604 1.689
H 5.525 4.194 -0.322
H 5.124 5.048 1.068
C -2.700 0.339 -3.824
C -1.216 0.066 -4.059
N -0.376 0.394 -2.882
C 0.360 1.528 -2.855
C 1.188 1.923 -1.826
C 2.032 3.197 -2.051
O 1.956 3.711 -3.120
O 2.760 3.666 -1.072
C 1.330 0.972 -0.779
O 2.201 1.080 0.148
C 0.526 -0.263 -0.804
C 0.821 -1.251 0.209
C 0.073 -2.382 0.175
F 0.278 -3.360 1.144
C -0.806 -2.638 -0.857
C -1.012 -1.750 -1.855
C -0.253 -0.545 -1.832
N -1.635 -3.885 -0.919
C -0.840 -5.062 -1.322
C -1.677 -6.384 -1.215
N -3.065 -6.072 -1.581
C -3.606 -5.105 -0.524
C -2.583 -4.132 0.110
H -3.335 -0.373 -4.366
H -3.043 1.375 -3.995
H -2.932 0.179 -2.748
H -0.853 0.702 -4.837
H -1.050 -0.943 -4.420
H 0.201 2.070 -3.744
H 1.465 -1.000 1.004
H -1.752 -1.936 -2.660
H 0.070 -5.135 -0.720
H -0.522 -4.975 -2.332
H -1.684 -6.732 -0.178
H -1.322 -7.223 -1.889
H -3.653 -6.906 -1.499
H -3.065 -5.686 -2.496
H -4.045 -5.819 0.231
H -4.456 -4.612 -0.985
H -2.085 -4.516 1.052
H -3.078 -3.267 0.513


No. 2
23
Properties=species:S:1:pos:R:3 method="wB97M-V/def2-TZVPD" lumo_energy_ev="-1.18 / -0.22" de_lowest_kcal_mol=57.90 e_tot_ha=-1233.8147 fmax_ev_per_a=5.2 homo_lumo_gap_ev="5.783 / 7.397" spin_multiplicity=1
C 3.856 -0.436 0.525
C 3.594 0.645 1.305
C 1.787 -0.215 -0.240
C -1.256 -0.560 0.569
C 0.503 -1.482 -1.696
C -3.339 0.468 0.939
C -1.739 1.359 -0.663
N 2.877 -0.950 -0.312
N 0.681 -0.271 -0.896
N -2.105 0.364 0.287
S -0.990 -1.814 1.509
S 2.016 1.229 0.880
H 4.695 -1.097 0.589
H 4.214 1.192 2.003
H 1.306 -1.464 -2.501
H 0.454 -2.316 -0.895
H -0.409 -1.355 -2.181
H -3.475 -0.291 1.815
H -3.464 1.640 1.403
H -4.198 0.292 0.316
H -1.262 1.024 -1.496
H -2.647 1.900 -1.077
H -1.098 2.138 -0.185


No. 3
48
Properties=species:S:1:pos:R:3 method="wB97M-V/def2-TZVPD" lumo_energy_ev=2.13 de_lowest_kcal_mol=68.17 e_tot_ha=-2031.9517 fmax_ev_per_a=6.1 total_charge=-1 homo_lumo_gap_ev=5.345 spin_multiplicity=1
C 2.186 1.718 -3.471
C 1.641 0.220 -3.416
C 2.802 -0.649 -2.900
C 0.462 0.134 -2.352
C 0.010 -1.016 -1.600
I 2.342 0.746 0.556
C -1.376 -1.281 -1.691
C -2.251 -0.194 -1.747
C -1.723 1.089 -1.884
C -0.378 1.236 -2.225
O 1.335 0.083 -4.700
S 0.710 -1.803 -0.101
C 0.075 -3.509 -0.359
F 0.811 -4.332 0.430
F -1.227 -3.620 0.035
F 0.192 -3.932 -1.640
H 2.468 2.092 -2.490
H 3.045 1.705 -4.145
H 1.443 2.366 -3.938
H 3.237 -0.199 -1.998
H 2.460 -1.652 -2.643
H 3.566 -0.699 -3.680
H -1.750 -2.294 -1.620
H -3.324 -0.356 -1.664
H -2.353 1.973 -1.789
H 0.009 2.230 -2.443
H -0.485 -0.164 0.572
C 0.362 0.047 1.255
C -0.108 1.316 1.978
O -0.065 1.444 3.185
O -0.563 2.260 1.129
C -0.801 3.513 1.818
C -1.183 4.526 0.773
C 0.544 -0.888 2.442
O 1.574 -0.996 3.061
O -0.569 -1.602 2.700
C -0.409 -2.443 3.864
C -1.655 -3.278 3.928
H -1.609 3.362 2.547
H 0.117 3.807 2.342
H -1.231 5.515 1.235
H -0.450 4.556 -0.040
H -2.167 4.298 0.356
H 0.490 -3.064 3.748
H -0.300 -1.791 4.739
H -1.611 -3.937 4.797
H -2.543 -2.643 4.015
H -1.750 -3.894 3.029


No. 4
86
Properties=species:S:1:pos:R:3 method="wB97M-V/def2-TZVPD" lumo_energy_ev="2.55 / 2.53" de_lowest_kcal_mol=7.02 e_tot_ha=-3781.1448 fmax_ev_per_a=0.8 total_charge=-1 homo_lumo_gap_ev="6.836 / 7.384" spin_multiplicity=3 s2=2.00
Ti -0.921 -0.048 0.392
C -2.311 -2.939 2.546
C -1.736 -2.549 3.911
C -0.363 -3.186 4.136
C -1.801 -1.052 4.202
C -2.689 -0.654 5.192
C -2.871 0.685 5.502
C -2.112 1.628 4.843
C -1.169 1.283 3.871
C -0.400 2.486 3.301
C 0.330 3.199 4.457
C 0.644 2.345 2.190
C -1.045 -0.072 3.510
N -0.310 -0.466 2.372
C 1.016 -0.778 2.480
C 1.851 -0.587 3.594
C 3.198 -0.916 3.538
C 3.770 -1.444 2.388
C 2.968 -1.669 1.271
C 1.643 -1.349 1.367
F 0.795 -1.593 0.295
H -2.136 -4.001 2.356
H -1.845 -2.377 1.738
H -3.388 -2.761 2.505
H -2.400 -2.997 4.658
H 0.343 -2.930 3.350
H -0.465 -4.274 4.151
H 0.064 -2.869 5.089
H -3.272 -1.408 5.709
H -3.597 0.986 6.247
H -2.265 2.676 5.074
H -1.173 3.170 2.929
H 1.090 2.533 4.873
H -0.337 3.494 5.264
H 0.834 4.094 4.085
H 1.551 1.863 2.557
H 0.917 3.351 1.865
H 0.351 1.809 1.291
H 1.423 -0.175 4.500
H 3.814 -0.749 4.414
H 4.826 -1.675 2.350
H 3.345 -2.061 0.336
B -2.133 2.074 -1.031
N -3.165 1.833 0.096
C -4.391 2.323 0.323
C -4.965 1.590 1.347
C -3.998 0.635 1.681
N -2.927 0.791 0.911
N -2.219 0.912 -2.042
C -2.659 0.852 -3.307
C -2.548 -0.456 -3.741
C -2.022 -1.145 -2.645
N -1.833 -0.307 -1.632
H -2.327 3.129 -1.571
H -1.021 2.001 -0.495
H -4.762 3.159 -0.247
H -5.934 1.732 1.794
H -4.010 -0.124 2.448
H -2.998 1.741 -3.811
H -2.776 -0.850 -4.716
H -1.738 -2.181 -2.560
S 2.947 -2.378 -2.336
P 2.237 -0.678 -3.047
S 1.197 0.598 -1.924
C 3.614 0.243 -3.842
C 4.370 -0.409 -4.815
C 5.413 0.246 -5.449
C 5.719 1.559 -5.107
C 4.974 2.208 -4.135
C 3.920 1.554 -3.507
C 1.196 -1.028 -4.527
C 0.835 -2.325 -4.864
C 0.011 -2.563 -5.959
C -0.441 -1.503 -6.732
C -0.076 -0.203 -6.402
C 0.729 0.033 -5.300
H 4.138 -1.439 -5.060
H 5.992 -0.268 -6.207
H 6.538 2.071 -5.598
H 5.210 3.230 -3.863
H 3.321 2.051 -2.753
H 1.208 -3.141 -4.256
H -0.272 -3.578 -6.210
H -1.078 -1.687 -7.590
H -0.431 0.628 -6.999
H 0.989 1.048 -5.021


No. 5
50
Properties=species:S:1:pos:R:3 method="wB97M-V/def2-TZVPD" lumo_energy_ev="3.05 / 3.05" de_lowest_kcal_mol=3.88 e_tot_ha=-2632.5648 fmax_ev_per_a=1.1 total_charge=-1 homo_lumo_gap_ev="7.093 / 7.159" spin_multiplicity=3 s2=2.01
Ni -0.340 -0.038 0.293
B -2.914 0.107 -2.229
N -2.204 -1.232 -1.834
C -2.548 -2.420 -2.347
C -1.723 -3.394 -1.812
C -0.882 -2.689 -0.951
N -1.186 -1.394 -0.979
N -2.299 1.380 -1.554
C -2.696 2.614 -1.888
C -2.026 3.532 -1.101
C -1.211 2.744 -0.292
N -1.388 1.457 -0.574
H -2.809 0.248 -3.429
H -4.085 0.021 -1.912
H -3.352 -2.487 -3.061
H -1.737 -4.451 -2.015
H -0.084 -3.022 -0.306
H -3.430 2.749 -2.665
H -2.110 4.605 -1.121
H -0.499 3.023 0.468
C -0.524 -1.688 4.063
C -0.327 -0.285 3.461
C -1.651 0.474 3.549
C 0.722 0.460 4.305
N 0.087 -0.371 2.092
H -0.852 -1.644 5.107
H 0.413 -2.249 4.018
H -1.267 -2.234 3.478
H -2.005 0.563 4.581
H -2.411 -0.042 2.957
H -1.529 1.475 3.128
H 0.435 0.518 5.360
H 0.853 1.472 3.916
H 1.687 -0.049 4.235
C 3.163 1.610 -3.585
N 2.977 0.736 -2.447
C 3.957 -0.103 -2.014
C 3.772 -0.895 -0.954
C 2.500 -0.843 -0.232
N 1.497 -0.039 -0.744
C 1.710 0.766 -1.813
O 0.885 1.530 -2.298
N 2.288 -1.515 0.853
H 4.164 1.451 -3.985
H 3.047 2.654 -3.294
H 2.421 1.401 -4.355
H 4.880 -0.086 -2.581
H 4.552 -1.561 -0.615
H 3.137 -1.989 1.142
H 0.940 -0.873 1.980


No. 6
19
Properties=species:S:1:pos:R:3 method="wB97M-V/def2-TZVPD" lumo_energy_ev=0.03 e_tot_ha=-1619.5646 fmax_ev_per_a=3.2 homo_lumo_gap_ev=12.132 spin_multiplicity=1 smiles="CCOC(=O)N(S(=O)(=O)F)S(=O)(=O)F"
C 2.976 -0.410 0.440
C 1.889 0.396 -0.294
O 0.622 -0.244 -0.038
C -0.239 -0.191 -1.044
O -0.032 -0.401 -2.203
N -1.634 0.129 -0.620
S -2.452 -1.261 -0.048
O -3.815 -1.157 -0.367
O -1.766 -2.348 -0.631
F -2.259 -1.286 1.478
S -1.735 1.462 0.427
O -3.064 1.514 0.884
O -1.237 2.560 -0.297
F -0.838 1.178 1.647
H 3.126 0.053 1.408
H 3.884 -0.494 -0.140
H 2.565 -1.400 0.615
H 1.895 1.395 0.133
H 2.113 0.505 -1.348


No. 7
18
Properties=species:S:1:pos:R:3 method="wB97M-V/def2-TZVPD" lumo_energy_ev=3.75 de_lowest_kcal_mol=20.42 e_tot_ha=-761.8889 fmax_ev_per_a=1.7 total_charge=-1 homo_lumo_gap_ev=6.841 spin_multiplicity=1
O 0.940 0.663 -2.756
C 0.249 0.612 -1.740
N -0.578 -0.455 -1.562
C -1.465 -0.631 -0.425
C -0.859 -1.155 0.891
S 0.658 -2.238 0.623
C 0.422 1.638 -0.675
H -0.265 -1.302 -2.010
H -1.811 0.392 -0.213
H -2.299 -1.256 -0.751
H -0.721 -0.284 1.545
H -1.531 -1.776 1.493
H 0.309 1.152 0.300
H -0.331 2.439 -0.649
H 1.357 2.170 -0.799
H 1.707 -0.399 2.837
H 2.015 0.111 1.475
O 2.201 0.319 2.415


No. 8
59
Properties=species:S:1:pos:R:3 method="wB97M-V/def2-TZVPD" lumo_energy_ev=1.76 de_lowest_kcal_mol=100.56 e_tot_ha=-1528.2001 fmax_ev_per_a=2.4 total_charge=-1 homo_lumo_gap_ev=9.326 spin_multiplicity=1
O -0.173 -0.435 5.262
H -0.970 -0.967 5.338
O -0.731 -4.683 0.653
H 0.051 -4.827 1.196
H -0.436 -4.817 -0.248
O -3.389 -3.454 2.331
H -3.852 -2.882 2.953
H -3.783 -3.184 1.456
O -0.272 -2.508 -2.913
H 0.590 -2.455 -2.471
H -0.088 -0.160 4.346
O -3.834 0.459 -1.257
H -3.409 0.403 -0.393
H -3.099 0.426 -1.912
O 1.342 4.641 -1.895
H 1.004 4.116 -1.152
H 0.947 4.198 -2.649
O -2.204 0.006 1.011
H -1.314 0.163 0.631
H -2.689 -0.715 0.609
O 0.180 0.795 -0.386
H -0.536 -1.572 -3.040
H 6.004 0.413 1.102
O -2.973 -2.216 -1.836
H -2.212 -1.929 -1.333
H -2.834 -3.090 -2.198
O 3.136 -3.037 -0.990
H 2.772 -3.732 -1.544
H 2.427 -2.370 -0.766
O -1.628 3.442 -0.154
H -2.098 2.619 0.081
H -0.784 3.118 -0.513
O 2.304 1.634 0.756
H 1.749 1.193 0.069
H 3.175 1.300 0.521
O 1.969 -0.787 -1.185
H 2.508 -0.672 -0.393
H -0.338 1.376 -0.946
O 5.577 1.188 0.742
H 1.156 -0.083 -0.934
H 5.459 1.105 -0.215
O 4.558 1.736 -1.678
H 4.259 2.569 -1.311
H 4.008 1.230 -2.272
O -1.675 0.740 -2.591
H -0.742 0.533 -2.612
H -2.067 1.022 -3.420
O -0.952 1.703 3.158
H -0.968 2.645 2.898
H -1.224 1.482 2.238
O -0.148 -1.563 0.418
H -0.247 -1.397 -0.519
H 0.380 -0.747 0.668
O 4.194 3.447 1.923
H 3.234 3.448 1.946
H 4.470 2.691 1.389
O -5.341 -0.865 0.835
H -5.028 -0.693 -0.060
H -5.415 -0.001 1.256


No. 9
47
Properties=species:S:1:pos:R:3 method="wB97M-V/def2-TZVPD" lumo_energy_ev="-6.58 / -6.05" de_lowest_kcal_mol=0.00 e_tot_ha=-4299.0429 fmax_ev_per_a=2.1 total_charge=+1 homo_lumo_gap_ev="5.520 / 6.051" spin_multiplicity=2 s2=0.94
Tc -0.167 -0.078 0.030
O -1.779 0.774 -3.596
C -0.913 0.449 -2.845
O -1.112 0.256 -1.532
C 0.508 0.237 -3.291
C 0.789 0.360 -4.640
C 2.079 0.167 -5.093
C 3.119 -0.124 -4.229
C 2.852 -0.223 -2.883
C 1.536 -0.087 -2.386
O 1.275 -0.317 -1.101
N 3.967 -0.469 -1.962
O 4.936 -1.035 -2.407
O 3.868 -0.038 -0.822
N 2.362 0.292 -6.536
O 3.519 0.167 -6.876
O 1.417 0.507 -7.262
H -0.003 0.601 -5.336
H 4.126 -0.257 -4.602
C 3.987 -0.168 3.560
C 2.756 -0.690 2.920
C 1.937 -1.767 3.252
C 0.916 -1.790 2.320
N 1.082 -0.757 1.455
N 2.214 -0.116 1.843
C -0.198 -2.762 2.160
H 4.262 -0.779 4.413
H 3.829 0.856 3.899
H 4.814 -0.162 2.848
H 2.078 -2.450 4.071
H 2.611 0.617 1.277
H -0.136 -3.533 2.923
H -0.146 -3.234 1.178
H -1.166 -2.265 2.249
Br -5.800 1.202 6.015
C -5.062 1.108 4.286
C -5.877 1.296 3.166
N -5.390 1.255 1.940
C -4.106 1.030 1.736
C -3.226 0.820 2.799
C -3.719 0.860 4.097
C -1.787 0.555 2.572
O -0.963 0.499 3.448
O -1.434 0.356 1.284
H -6.939 1.481 3.276
H -3.763 1.022 0.707
H -3.050 0.698 4.933


No. 10
9
Properties=species:S:1:pos:R:3 method="wB97M-V/def2-TZVPD" lumo_energy_ev="-7.75 / -8.05" de_lowest_kcal_mol=0.00 e_tot_ha=-607.8751 fmax_ev_per_a=4.9 total_charge=+1 homo_lumo_gap_ev="6.884 / 8.299" spin_multiplicity=2 s2=0.76
F -1.186 -1.611 -0.117
O 0.495 1.304 -0.258
O 2.302 -0.022 -0.727
C -0.519 0.712 0.684
C 0.335 -0.507 0.765
C 1.285 0.213 -0.121
H -0.636 1.302 1.605
H 0.569 -1.133 1.627
Al -2.143 0.201 -0.130


No. 11
5
Properties=species:S:1:pos:R:3 method="wB97M-V/def2-TZVPD" lumo_energy_ev=-1.20 de_lowest_kcal_mol=19.89 e_tot_ha=-1337.6104 fmax_ev_per_a=3.2 homo_lumo_gap_ev=9.943 spin_multiplicity=1 smiles="O=PCl.Cl"
O -0.527 3.725 -1.294
P 0.150 4.129 -2.478
Cl -0.493 0.015 -0.043
Cl 0.509 2.409 -3.611
H -1.109 0.764 -0.751


No. 12
45
Properties=species:S:1:pos:R:3 method="wB97M-V/def2-TZVPD" lumo_energy_ev="-1.40 / -1.41" de_lowest_kcal_mol=29.08 e_tot_ha=-1037.9446 fmax_ev_per_a=3.9 homo_lumo_gap_ev="5.976 / 5.930" spin_multiplicity=1
C 0.909 -1.082 -2.625
C -0.167 2.159 -2.696
C -0.423 -1.302 -2.308
H 1.589 -1.584 -1.911
C -1.078 1.878 -1.763
H 0.144 3.222 -2.819
H -0.704 -2.347 -2.108
H -1.458 2.627 -1.039
C -1.642 -0.505 -2.564
H -2.501 -1.186 -2.556
H -1.677 -0.137 -3.576
C 1.525 0.162 -3.176
H 2.215 0.056 -4.062
H 2.087 0.566 -2.285
C 0.528 1.257 -3.677
H -0.161 0.814 -4.383
H 1.123 1.886 -4.338
C -1.933 0.655 -1.600
H -2.993 0.901 -1.756
H -1.799 0.225 -0.606
Hg 2.977 0.564 0.851
H 1.584 0.556 0.220
C -2.678 2.960 3.074
C -1.714 3.307 2.121
C -0.694 2.433 1.808
C -0.644 1.202 2.445
C -1.600 0.846 3.419
C -2.636 1.740 3.728
N 0.349 0.296 2.063
N 0.333 -0.907 2.550
C 1.238 -1.851 2.050
C 0.905 -3.228 2.302
C 1.691 -4.255 1.795
C 2.825 -3.918 1.059
C 3.159 -2.562 0.835
C 2.400 -1.528 1.344
H -3.487 3.617 3.340
H -1.749 4.263 1.628
H 0.079 2.677 1.078
H -1.532 -0.115 3.876
H -3.354 1.417 4.473
H 0.017 -3.435 2.913
H 1.427 -5.305 1.971
H 3.462 -4.705 0.645
H 4.057 -2.333 0.261